(1)
A molecular structure, C45H40Cl2N4O5ReSi. Source: the Open Molecules 2025 dataset; level of theory: ωB97M-V/def2-TZVPD.

Output
total charge	0
spin multiplicity	2
frontier orbital gap (spin up / spin down)	0.16018 / 0.16723	Eh

XYZ file:
```
98
Properties=species:S:1:pos:R:3:lowdin_charge:R:1
Re 0.3656 -0.2327 1.1751 1.80
Cl 0.6614 0.3884 5.9368 0.77
Cl -1.3058 -4.5122 6.9950 0.69
Si 0.0889 -0.7682 -2.3652 0.56
O 3.0910 6.1430 0.1737 0.00
O 0.4746 -0.4491 3.2172 -0.21
O 0.4001 -0.3140 -0.8794 -0.37
O -0.2758 -2.2294 1.2177 -0.15
O 4.7620 4.8189 -0.5753 -0.01
N 2.3582 -0.8613 1.0586 -0.04
N -0.6190 1.9767 3.0604 0.10
N -1.6662 0.5218 0.9426 -0.07
N 1.4126 1.5972 1.1884 0.01
C -1.7080 2.8231 -4.8428 -0.09
C 4.0963 -2.4754 0.8268 -0.03
C -0.3234 -2.6906 3.5711 -0.14
C 1.0058 2.8318 1.5350 -0.17
C 3.7065 5.1099 -0.0346 -0.71
C 2.8081 -2.1058 1.1624 -0.10
C -1.6183 -2.7382 -3.6305 -0.10
C 1.7590 3.9614 1.2195 0.08
C -2.9268 -1.0116 2.5168 -0.04
C 1.5751 -1.6774 -4.6669 -0.09
C -0.3109 -2.0948 6.3144 -0.09
C 2.8873 -0.4856 -2.9318 -0.08
C -2.8264 0.0676 1.5053 -0.38
C -3.9197 0.7826 1.0080 -0.06
C -1.9933 -2.4322 -1.3005 -0.09
C -3.4107 1.6990 0.1088 -0.05
C -1.9665 0.7197 -3.7151 -0.09
C -0.4082 -3.0068 2.1791 -0.16
C 2.6557 1.4596 0.6558 -0.18
C -2.9797 -3.4033 -1.3271 -0.08
C -0.7290 -3.6477 4.5168 -0.05
C 2.0877 -2.7962 -2.5013 -0.08
C -1.2757 -2.1004 -2.4427 -0.22
C 3.1930 0.0998 0.6196 -0.19
C 1.7313 -1.4622 -3.1617 -0.58
C 0.1141 -1.3901 4.0003 -0.37
C -0.6126 0.6882 -3.3921 -0.23
C -2.5090 1.7689 -4.4377 -0.08
C 0.1238 -1.1592 5.4115 -0.57
C -2.6038 -3.7091 -3.6683 -0.08
C 3.4087 2.5549 0.2479 0.07
C -1.0989 2.3418 -0.7345 -0.04
C -1.9998 4.3656 3.1864 -0.04
C -0.9176 4.2245 2.3373 0.00
C -3.2820 -4.0541 -2.5113 -0.09
C 4.5071 -0.1995 0.2521 0.02
C -0.2269 3.0094 2.3216 -0.23
C -2.0170 1.5222 0.0940 -0.35
C 2.9294 3.8247 0.5015 -0.04
C -2.3738 3.2962 3.9835 -0.03
C 4.9626 -1.4999 0.3500 -0.01
C -0.3632 2.8186 -4.5152 -0.08
C -0.7400 -3.3466 5.8544 -0.66
C 0.1723 1.7612 -3.8014 -0.10
C -1.6561 2.1147 3.8609 -0.14
H 1.1255 -0.8084 -5.1441 0.08
H -2.1288 3.6439 -5.4039 0.10
H 5.9713 -1.7502 0.0610 0.12
H 5.1612 0.5771 -0.1089 0.12
H -2.1609 -0.9030 3.2795 0.05
H 2.1025 -2.8415 1.5225 0.11
H -0.1526 1.8372 -0.8980 0.04
H -2.8080 -1.9924 2.0555 0.06
H 2.2736 -2.6561 -1.4383 0.05
H -1.0658 -4.6141 4.1747 0.12
H 2.5502 -1.8510 -5.1251 0.09
H -3.5203 -3.6531 -0.4241 0.10
H 2.9862 -3.2199 -2.9538 0.09
H -4.0480 -4.8161 -2.5383 0.10
H 3.8400 -0.9527 -3.1889 0.09
H -4.9460 0.6349 1.2829 0.10
H -1.5670 2.5355 -1.6971 0.08
H -2.6092 -0.0824 -3.3845 0.10
H -0.9081 3.3059 -0.2655 0.07
H 0.2715 3.6403 -4.8147 0.11
H -0.3270 -1.8676 7.3689 0.12
H -3.5600 1.7621 -4.6905 0.10
H -1.7721 -1.9108 -0.3845 0.06
H -1.1175 -2.4641 -4.5451 0.09
H 1.4489 4.9508 1.5148 0.12
H 2.9276 -0.1739 -1.8921 0.05
H 1.2800 -3.5170 -2.6093 0.08
H -1.9287 1.2424 4.4402 0.10
H -3.2004 3.3758 4.6723 0.11
H -0.6310 5.0421 1.6973 0.12
H -2.5406 5.3005 3.2209 0.11
H -3.9523 2.4151 -0.4761 0.10
H 4.3509 2.4582 -0.2671 0.12
H 4.4102 -3.5011 0.9330 0.12
H 1.2196 1.7836 -3.5444 0.09
H 0.9544 -2.5453 -4.8745 0.06
H -0.6301 -4.0563 1.9399 0.16
H 2.7797 0.4024 -3.5480 0.07
H -2.8460 -4.1917 -4.6051 0.10
H -3.9067 -0.9768 2.9872 0.09
```


(2)
A molecular structure, C25H39BBaN5O3S2. Source: the Open Molecules 2025 dataset; level of theory: ωB97M-V/def2-TZVPD.

Output
total charge	-1
relative energy (zero: lowest compared OMol25 entry of this formula, charge and spin)	2.606	eV
frontier orbital gap	0.18975	Eh

XYZ file:
```
76
Properties=species:S:1:pos:R:3:lowdin_charge:R:1
Ba 0.7258 -0.5847 -0.1658 1.69
S 2.0607 -0.9059 -3.2209 0.81
S -1.2572 -1.4233 2.4252 0.44
O -1.5243 -3.0582 -1.3235 0.00
O 0.2613 -3.4582 -2.6409 -0.07
O 2.2601 -0.3401 -1.8601 -0.86
N 3.9383 -1.6877 3.6854 -0.26
N -0.5526 1.3550 1.2492 -0.09
N -0.2204 1.6798 -1.4512 0.00
N -0.7849 0.1178 4.5020 0.04
N -0.6804 1.2592 2.5723 -0.04
C -3.1976 -4.5191 -2.2650 -0.02
C 4.9838 -0.9551 4.3722 -0.13
C -0.3771 2.7548 -0.6559 -0.23
C 3.0783 -2.4057 -3.2716 -0.22
C 3.1168 2.7919 3.1472 -0.13
C 2.6632 -0.9430 3.5687 -0.19
C -1.4253 -5.3661 -0.7319 -0.02
C 3.2114 0.1033 -4.2322 -0.24
C -0.0342 -5.7939 -3.1947 -0.02
C 2.8585 1.7993 0.9751 -0.21
C -0.6148 2.5580 0.7642 -0.30
C -1.3111 -4.0018 -4.3644 -0.02
C -0.7162 -4.4409 -3.0245 -0.51
C -0.3175 4.0479 -1.2087 -0.02
C -0.1384 4.2115 -2.5650 -0.08
C -0.8640 0.0758 3.1250 -0.97
C 2.9461 1.5328 3.7026 -0.10
C 2.6491 0.5054 1.4876 -0.26
C -0.0444 1.8534 -2.7519 -0.16
C -0.0114 3.0882 -3.3755 -0.07
C 4.4105 -2.1746 2.4008 -0.12
C 2.7464 0.4123 2.8918 -0.31
C 3.0983 2.9195 1.7651 -0.14
C -0.9285 3.7542 1.6263 -0.05
C -1.7394 -4.3723 -1.8560 -0.51
B -0.2610 -2.5681 -1.6564 -0.66
H 2.2664 -0.8382 4.5859 0.10
H 3.2514 3.8962 1.3111 0.08
H 3.2611 3.6592 3.7830 0.08
H 0.1118 3.1699 -4.4468 0.09
H 2.9538 1.4284 4.7865 0.09
H -0.0565 4.4066 1.7286 0.08
H 5.8329 -1.6242 4.5392 0.07
H 4.6492 -1.3657 1.6954 0.07
H -1.7919 -3.0289 -4.2585 0.09
H 5.3390 -0.0747 3.8175 0.08
H 3.9553 -2.2320 -2.6491 0.07
H -2.0360 -4.7290 -4.7368 0.08
H -1.7523 4.3322 1.2001 0.07
H -0.6953 -0.7908 4.9219 0.05
H 4.6161 -0.6190 5.3439 0.08
H 1.9834 -1.5892 3.0096 0.09
H 2.4549 -3.1964 -2.8618 0.03
H 2.7714 1.0969 -4.3084 0.04
H -0.4031 4.9116 -0.5662 0.10
H -3.5035 -3.7125 -2.9295 0.08
H -3.8157 -4.4709 -1.3678 0.09
H -0.7726 -6.5887 -3.3263 0.09
H -2.0480 -5.1168 0.1274 0.09
H 0.0749 0.9430 -3.3339 0.08
H 3.3527 -2.6290 -4.3017 0.06
H -0.3845 -5.2630 -0.4239 0.09
H -0.5027 -3.9055 -5.0913 0.08
H -1.2062 3.3983 2.6126 0.06
H 0.5843 -6.0223 -2.3284 0.08
H 3.3217 -0.3381 -5.2225 0.05
H 3.6399 -2.8025 1.9497 0.08
H 4.1669 0.1623 -3.7130 0.06
H -1.6220 -6.3985 -1.0294 0.08
H -3.3719 -5.4778 -2.7599 0.09
H 2.8376 1.9482 -0.1102 0.06
H 0.6079 -5.7692 -4.0773 0.08
H 5.3063 -2.7818 2.5624 0.07
H -0.1855 0.8393 4.8768 0.08
H -0.0933 5.2036 -2.9972 0.10
```


(3)
A molecular structure, C19H27CoN2S2Sb. Source: the Open Molecules 2025 dataset; level of theory: ωB97M-V/def2-TZVPD.

Output
total charge	0
spin multiplicity	4
frontier orbital gap (spin up / spin down)	0.29003 / 0.28428	Eh

XYZ file:
```
52
Properties=species:S:1:pos:R:3:lowdin_charge:R:1
Sb 0.4715 2.3125 -1.4300 1.32
Co 0.2732 -0.1378 -0.3405 -0.04
S 1.7055 0.0768 1.3290 0.62
S -0.5613 -1.1433 -2.1550 0.58
N -0.8651 -1.9800 0.7620 -0.21
N -1.2442 0.4645 2.7455 -0.16
C -1.4127 -4.3306 0.1917 -0.03
C 0.4479 3.4745 4.1173 -0.09
C -1.0445 3.7655 -1.9181 -0.31
C -0.2366 1.4441 2.9400 -0.24
C 1.6070 3.6652 -0.2145 -0.30
C 1.7343 3.3536 3.6181 -0.10
C -0.2967 -2.4860 2.0170 -0.10
C 1.0654 1.3455 2.3956 -0.56
C -2.2882 0.3811 3.7479 -0.08
C -1.6284 -5.0102 -2.0988 -0.09
C -1.6640 -5.3180 -0.7488 -0.09
C -1.1117 -3.0301 -0.1971 -0.28
C -1.7779 0.2580 1.4130 -0.18
C -2.0861 -1.1929 1.0248 -0.16
C 2.0165 2.3064 2.7620 -0.17
C -1.3184 -3.7223 -2.4998 -0.13
C -1.0354 -2.7274 -1.5643 -0.60
C 1.6084 2.5907 -3.2263 -0.30
C -0.5092 2.5388 3.7717 -0.04
H -1.0400 0.6293 0.6949 0.01
H -2.6918 0.8534 1.2630 0.14
H -0.0096 -1.6510 2.6422 0.05
H -1.5842 4.0465 -1.0150 0.00
H 1.1154 2.0874 -4.0561 0.01
H -1.7453 3.3625 -2.6469 0.00
H -2.7673 -0.5963 3.6820 0.08
H 0.5885 -3.0813 1.8025 0.10
H 1.6798 3.6574 -3.4304 0.01
H -2.6814 -1.1703 0.1119 0.12
H 2.5069 4.0633 3.8836 0.10
H -0.5469 4.6410 -2.3318 0.00
H -3.0675 1.1472 3.6197 0.09
H -1.8607 0.4712 4.7434 0.10
H -1.0200 -3.0985 2.5694 0.08
H 1.0715 3.8626 0.7131 0.00
H -1.8274 -5.7739 -2.8399 0.10
H 1.7515 4.5952 -0.7634 0.01
H 2.5711 3.2206 0.0261 0.01
H 3.0120 2.1937 2.3524 0.09
H -1.4568 -4.5920 1.2401 0.10
H -1.8872 -6.3259 -0.4234 0.10
H -1.5122 2.6670 4.1559 0.10
H -1.2656 -3.4691 -3.5507 0.10
H -2.6874 -1.6833 1.8004 0.12
H 2.6045 2.1713 -3.0975 0.01
H 0.1866 4.2921 4.7772 0.10
```


| no. | F_max (eV/A) | E (Ha) |
| --- | --- | --- |
| 1 | 5.319 | -3622.271990 |
| 2 | 3.958 | -2322.279887 |
| 3 | 1.096 | -3269.071819 |